No. 1
{
  "formula": "C25H50O25",
  "method": "wB97M-V/def2-TZVPD",
  "symbols": ["O", "O", "O", "O", "O", "O", "O", "O", "O", "O", "O", "O", "O", "O", "O", "O", "O", "O", "O", "O", "O", "O", "O", "O", "O", "C", "C", "C", "C", "C", "C", "C", "C", "C", "C", "C", "C", "C", "C", "C", "C", "C", "C", "C", "C", "C", "C", "C", "C", "C", "H", "H", "H", "H", "H", "H", "H", "H", "H", "H", "H", "H", "H", "H", "H", "H", "H", "H", "H", "H", "H", "H", "H", "H", "H", "H", "H", "H", "H", "H", "H", "H", "H", "H", "H", "H", "H", "H", "H", "H", "H", "H", "H", "H", "H", "H", "H", "H", "H", "H"],
  "coordinates": [[3.553, -1.196, 4.450], [-0.558, -6.903, -0.078], [3.650, -5.726, 2.261], [-2.505, -8.073, -0.004], [-5.075, 6.375, -6.901], [4.986, 0.923, -0.724], [2.932, -3.318, 9.431], [3.456, 1.286, -2.366], [-10.054, 5.396, -2.306], [2.177, -0.609, 2.427], [5.529, -0.015, 4.772], [-9.460, 7.134, -0.968], [-0.174, 1.578, -5.502], [-1.343, 3.520, -5.331], [0.817, 3.581, -5.090], [1.438, -5.977, 2.724], [-5.906, 8.200, -5.831], [2.801, -7.586, 3.254], [3.586, -3.776, 7.301], [-3.775, 7.792, -5.690], [5.027, 2.757, -2.067], [1.494, -2.091, 4.015], [-8.380, 6.646, -2.908], [1.453, -3.211, 7.841], [-2.085, -6.475, -1.566], [2.396, -1.290, 3.644], [6.286, -0.379, 3.594], [6.187, 3.206, -1.366], [-0.107, -7.638, 1.061], [1.104, -3.332, 6.459], [-4.933, 7.355, -6.211], [-9.313, 6.461, -1.959], [4.536, 1.588, -1.627], [1.205, -4.685, 2.162], [-11.093, 5.080, -1.382], [4.119, 0.141, 4.467], [-7.203, 7.856, -6.316], [2.825, 0.058, -2.007], [2.742, -3.467, 8.107], [-7.512, 7.754, -2.668], [2.079, 2.914, -5.057], [-2.542, 2.785, -5.572], [-2.645, 6.983, -6.015], [2.725, -6.364, 2.701], [-3.374, -6.724, -2.122], [6.410, -1.974, 3.368], [-0.228, 2.771, -5.326], [4.120, -8.127, 3.297], [4.269, -3.561, 9.860], [-1.789, -7.237, -0.498], [2.466, 0.097, -0.976], [-2.702, 2.041, -4.788], [4.775, -7.498, 3.904], [-11.623, 4.206, -1.763], [-3.449, -7.755, -2.476], [7.206, -2.255, 2.592], [-4.157, -6.508, -1.392], [4.061, -9.112, 3.762], [-0.052, -8.705, 0.834], [6.495, 4.155, -1.805], [1.664, -2.621, 5.859], [5.960, 3.370, -0.311], [-7.908, 8.603, -5.949], [-2.771, 5.971, -5.626], [7.355, 0.015, 3.746], [2.292, 2.445, -6.021], [5.392, -2.322, 2.956], [-0.759, -7.458, 1.918], [1.272, -4.353, 6.107], [4.959, -2.856, 9.391], [-8.079, 8.688, -2.638], [-10.676, 4.831, -0.403], [3.689, 0.826, 5.274], [4.522, -8.245, 2.289], [4.563, -4.590, 9.642], [6.551, -2.539, 4.363], [5.893, 0.059, 2.614], [-3.375, 3.490, -5.554], [4.049, 0.705, 3.476], [3.053, -0.411, 2.021], [3.510, -0.782, -2.146], [-6.802, 7.809, -3.494], [-3.504, -6.056, -2.975], [-2.513, 2.311, -6.555], [-7.509, 6.878, -5.938], [0.042, -3.104, 6.360], [2.103, 2.176, -4.254], [1.968, -0.085, -2.666], [1.743, -3.918, 2.723], [-6.953, 7.613, -1.741], [-1.768, 7.427, -5.543], [-11.802, 5.907, -1.301], [-7.222, 7.871, -7.408], [4.305, -3.413, 10.940], [7.006, 2.491, -1.479], [0.137, -4.476, 2.234], [-2.483, 6.964, -7.095], [0.888, -7.290, 1.309], [1.490, -4.665, 1.107], [2.848, 3.662, -4.861]],
  "mulliken_charge": [-0.018, -0.289, -0.555, -0.540, -0.542, -0.580, -0.337, -0.203, -0.316, -0.436, -0.370, -0.532, -0.543, -0.245, -0.319, -0.334, -0.351, -0.309, -0.539, -0.323, -0.277, -0.586, -0.232, -0.350, -0.315, 0.672, -0.028, -0.637, -0.490, -0.033, 0.818, 0.745, 0.737, -0.467, -0.626, -0.457, -0.704, -0.622, 0.788, -0.543, -0.362, -0.624, -0.452, 0.857, -0.624, -0.764, 0.731, -0.688, -0.605, 0.751, 0.228, 0.304, 0.292, 0.221, 0.292, 0.343, 0.288, 0.233, 0.431, 0.211, -0.129, 0.287, 0.230, 0.127, 0.297, 0.314, 0.088, 0.300, 0.234, 0.280, 0.315, 0.290, 0.229, 0.302, 0.283, 0.255, 0.090, 0.170, 0.307, 0.306, 0.317, 0.058, 0.221, 0.315, 0.322, 0.297, 0.062, 0.222, 0.009, 0.338, 0.235, 0.289, 0.335, 0.212, 0.291, 0.275, 0.295, -0.030, 0.367, 0.222],
  "gap_ev": 10.59,
  "smiles": "CCOCOC(=O)O.COC(=O)OC.COC(=O)OC.COC(=O)OC.COC(=O)OC.COC(=O)OC.COC(=O)OC.COC(=O)OC",
  "fmax_ev_per_a": 5.53,
  "lumo_energy_ev": 0.2,
  "total_charge": 0,
  "homo_energy_ev": -10.39,
  "e_tot_ev": -77921.5286,
  "mol_weight_da": 750.65
}

No. 2
{
  "formula": "C4H9NO",
  "method": "wB97M-V/def2-TZVPD",
  "symbols": ["O", "N", "C", "C", "C", "C", "H", "H", "H", "H", "H", "H", "H", "H", "H"],
  "coordinates": [[0.503, -2.242, 2.355], [0.948, -0.760, -0.039], [-0.230, 1.894, -1.974], [-0.030, 0.139, -0.243], [-1.320, -0.133, 0.164], [0.386, 1.374, -0.925], [1.262, 1.841, -0.486], [-1.073, 1.450, -2.499], [0.662, -1.578, 0.510], [1.711, -0.956, -0.686], [0.940, -1.373, 2.353], [-1.874, -0.834, 0.759], [-2.026, 0.642, -0.152], [-0.055, 2.876, -2.392], [0.194, -2.340, 3.256]],
  "nbo_charge": [-0.955, -0.607, -0.240, 0.240, -0.158, -0.311, 0.255, 0.213, 0.438, 0.442, 0.466, 0.255, 0.221, 0.237, 0.503],
  "gap_ev": [10.70, 7.67],
  "fmax_ev_per_a": 2.93,
  "lumo_energy_ev": [-4.2, -7.4],
  "total_charge": 1,
  "homo_energy_ev": [-14.90, -15.09],
  "e_tot_ev": -7822.2540,
  "spin_multiplicity": 2,
  "mol_weight_da": 87.12
}

No. 3
{
  "formula": "C3H3CoO2",
  "method": "wB97M-V/def2-TZVPD",
  "symbols": ["Co", "O", "O", "C", "C", "C", "H", "H", "H"],
  "coordinates": [[1.174, 0.333, -1.785], [0.914, 0.029, 0.895], [2.573, 0.567, -0.474], [-0.030, -0.084, -0.306], [2.219, 0.367, 0.732], [-1.425, -0.283, 0.153], [-1.506, -0.437, 1.246], [-1.928, -1.123, -0.363], [-1.991, 0.630, -0.098]],
  "nbo_charge": [1.500, -0.539, -0.790, -0.154, 0.945, -0.760, 0.271, 0.266, 0.260],
  "gap_ev": [6.74, 8.64],
  "fmax_ev_per_a": 6.69,
  "lumo_energy_ev": [-6.2, -7.7],
  "total_charge": 1,
  "homo_energy_ev": [-12.90, -16.33],
  "e_tot_ev": -44867.0959,
  "spin_multiplicity": 6,
  "mol_weight_da": 129.99
}

No. 4
{
  "formula": "C6H16N2",
  "method": "wB97M-V/def2-TZVPD",
  "symbols": ["N", "N", "C", "C", "C", "C", "C", "C", "H", "H", "H", "H", "H", "H", "H", "H", "H", "H", "H", "H", "H", "H", "H", "H"],
  "coordinates": [[2.088, 2.623, -2.297], [0.696, -0.181, -0.706], [-0.586, -0.800, -0.270], [-0.823, -0.784, 2.266], [-0.421, -1.628, 0.999], [-2.280, -0.948, 2.726], [0.517, 0.945, -1.601], [1.786, 1.210, -2.551], [-1.079, -2.497, 0.945], [1.512, 1.026, -3.592], [-2.292, -0.383, 3.657], [-2.423, -2.003, 3.057], [-0.571, 0.257, 2.132], [-0.194, -1.222, 3.039], [-3.055, -0.725, 2.024], [2.517, 0.438, -2.279], [0.615, -1.993, 1.128], [-0.204, 0.603, -2.366], [-0.834, -1.509, -1.072], [2.391, 2.699, -1.337], [-1.448, -0.121, -0.161], [0.301, 1.831, -1.008], [2.634, 3.196, -2.920], [1.154, -0.035, 0.189]],
  "nbo_charge": [-0.863, -0.641, -0.218, -0.393, -0.413, -0.611, -0.228, -0.217, 0.208, 0.186, 0.211, 0.199, 0.192, 0.197, 0.207, 0.175, 0.206, 0.199, 0.181, 0.353, 0.167, 0.185, 0.371, 0.348],
  "gap_ev": 9.77,
  "smiles": "CCCCNCCN",
  "fmax_ev_per_a": 2.21,
  "lumo_energy_ev": 1.2,
  "total_charge": 0,
  "homo_energy_ev": -8.59,
  "e_tot_ev": -9460.4239,
  "mol_weight_da": 116.21
}

Short version: ΔE to the lowest compared entry with this formula, charge and spin = 0.0, 100.4, 0.0, 159.2 kJ/mol, in the order given.